<w>
{"formula": "C6H12O", "method": "wB97M-V/def2-TZVPD", "symbols": ["C", "C", "C", "C", "C", "C", "H", "H", "H", "H", "H", "H", "H", "H", "H", "H", "H", "H", "O"], "positions_angstrom": [[1.553, -0.720, 0.121], [0.611, 0.389, -0.389], [-0.587, 0.767, 0.217], [-0.681, 0.537, 1.657], [-1.302, 1.434, 2.522], [0.855, 0.675, -1.831], [1.273, -1.244, 1.030], [2.530, -0.232, 0.180], [1.583, -1.501, -0.649], [-1.402, 1.302, -0.248], [-0.071, -0.218, 2.128], [-1.503, 2.446, 2.176], [-1.744, 1.122, 3.464], [1.810, 0.322, -2.225], [0.886, 1.771, -2.012], [0.032, 0.334, -2.500], [-1.286, -3.141, -1.469], [-0.930, -1.690, -1.124], [-1.627, -2.352, -1.052]], "spin_multiplicity": 2, "charge": -1, "s2": 0.773, "homo_lumo_gap_ev": [3.5, 6.1]}

=====

<x>
{"formula": "C6H12O", "method": "wB97M-V/def2-TZVPD", "symbols": ["C", "C", "C", "C", "C", "C", "H", "H", "H", "H", "H", "H", "H", "H", "H", "H", "H", "H", "O"], "positions_angstrom": [[0.735, 0.843, -2.338], [1.142, 1.128, -0.849], [0.930, -0.244, -0.149], [0.162, -0.497, 0.908], [-0.233, -1.782, 1.384], [-0.845, -2.127, 2.558], [1.413, 1.471, -3.015], [1.005, -0.137, -2.745], [-0.297, 1.087, -2.501], [2.114, 1.456, -1.084], [0.587, 1.854, -0.393], [1.265, -1.181, -0.769], [-0.137, 0.439, 1.495], [0.199, -2.593, 0.703], [-1.507, -1.386, 3.114], [-0.946, -3.205, 2.970], [-1.197, 1.352, 0.178], [-2.555, 1.483, 0.108], [-1.836, 2.040, 0.425]], "spin_multiplicity": 2, "charge": -1, "s2": 0.768, "homo_lumo_gap_ev": [3.6, 6.8]}

=====

<y>
{"formula": "C6H12O", "method": "wB97M-V/def2-TZVPD", "symbols": ["C", "C", "C", "C", "C", "C", "H", "H", "H", "H", "H", "H", "H", "H", "H", "H", "H", "H", "O"], "positions_angstrom": [[0.653, -2.609, -1.064], [1.312, -2.066, -2.081], [-0.153, -1.753, -0.065], [0.474, -0.509, 0.429], [1.413, -0.484, 1.506], [2.152, 0.784, 1.757], [0.620, -3.668, -0.819], [1.967, -2.605, -2.752], [1.194, -0.993, -2.182], [-0.437, -2.446, 0.751], [-1.124, -1.498, -0.518], [-0.166, 0.408, 0.398], [1.157, -1.141, 2.361], [2.008, 1.215, 2.770], [1.991, 1.608, 1.061], [3.236, 0.549, 1.744], [-4.747, 4.914, -1.463], [-5.226, 5.172, -0.039], [-4.472, 4.840, -0.547]], "spin_multiplicity": 2, "charge": -1, "s2": 0.757, "homo_lumo_gap_ev": [2.2, 4.3]}

=====

Most stable one: <w>, least stable one: <y>.

=====

<w>
{"formula": "C2H2I2NO", "method": "wB97M-V/def2-TZVPD", "symbols": ["C", "C", "N", "O", "I", "I", "H", "H"], "positions_angstrom": [[1.106, 0.817, -0.420], [-0.995, 0.898, 0.472], [0.047, 1.575, 0.011], [0.108, 2.806, 0.074], [2.908, 1.786, 0.020], [-2.936, 1.786, -0.012], [0.995, -0.344, -0.383], [-0.896, -0.253, 0.489]], "charge": -1, "homo_lumo_gap_ev": [5.9, 5.9]}

=====

<x>
{"formula": "C2H2I2NO", "method": "wB97M-V/def2-TZVPD", "symbols": ["C", "C", "N", "O", "I", "I", "H", "H"], "positions_angstrom": [[0.458, -0.095, 0.640], [0.354, 0.787, -0.347], [0.787, -1.576, 0.416], [1.091, -1.778, -0.782], [-3.561, -0.779, -0.367], [0.003, 2.788, 0.077], [0.415, 0.249, 1.691], [0.454, 0.404, -1.328]], "charge": -1, "homo_lumo_gap_ev": 5.2}

=====

Most stable one: <x>, least stable one: <w>.